The following is a quantum chemistry calculation of 6 unconnected molecules or ions with the total composition C24H48O6 in a non-equilibrium geometry, from OMol25.

```
78
Properties=species:S:1:pos:R:3:mulliken_charge:R:1
C 0.384 -0.660 -0.767 0.8153
C -0.566 0.512 -0.478 -0.1189
C -1.868 -0.184 -0.082 -0.6107
O -1.467 -1.393 0.539 -0.3800
C -0.341 -1.880 -0.177 -0.5756
H 1.404 -0.447 -0.451 0.2340
H 0.477 -0.786 -1.849 -0.9118
H -0.722 1.169 -1.333 0.4469
H -0.276 1.107 0.390 -0.2065
H -2.517 -0.362 -0.953 0.2209
H -2.464 0.377 0.639 0.4124
H -0.665 -2.582 -0.951 0.2936
H 0.291 -2.410 0.537 0.2557
C -0.389 4.831 1.460 -0.4626
C -0.184 3.835 2.618 -0.1627
C -1.386 4.112 3.501 -0.2313
O -1.838 5.422 3.213 -0.4237
C -1.000 6.010 2.183 -0.4405
H -1.072 4.455 0.698 0.2248
H 0.573 5.064 1.007 0.3566
H 0.829 3.926 3.003 0.3354
H -0.226 2.832 2.180 -0.0723
H -1.141 4.013 4.563 0.2631
H -2.189 3.404 3.275 0.0797
H -0.223 6.549 2.739 0.2394
H -1.619 6.705 1.626 0.3071
C -5.521 -1.208 1.501 -0.1988
C -6.171 0.194 1.511 -0.5819
C -5.842 0.735 2.892 -0.1365
O -5.685 -0.408 3.718 -0.4249
C -4.966 -1.351 2.933 -0.3957
H -4.720 -1.235 0.763 0.0240
H -6.270 -1.962 1.275 0.3104
H -7.235 0.172 1.272 0.2780
H -5.769 0.855 0.736 0.3036
H -6.580 1.393 3.344 0.3314
H -4.888 1.283 2.848 0.0022
H -5.194 -2.327 3.358 0.3045
H -3.891 -1.150 2.968 0.2104
C 0.043 -1.819 -4.680 -0.4341
C -1.436 -1.594 -4.408 -0.2767
C -1.930 -1.230 -5.827 -0.6072
O -0.806 -0.657 -6.491 -0.4517
C 0.330 -0.658 -5.625 -0.1583
H 0.183 -2.760 -5.218 0.2906
H 0.612 -1.864 -3.752 0.1648
H -1.609 -0.703 -3.798 0.0178
H -1.920 -2.443 -3.929 0.4379
H -2.730 -0.489 -5.795 0.2909
H -2.291 -2.115 -6.360 0.2893
H 0.371 0.271 -5.051 0.1490
H 1.268 -0.810 -6.154 0.3245
C 3.127 -2.736 4.442 -0.6383
C 4.122 -3.857 4.165 -0.4796
C 5.176 -3.130 3.346 -0.4679
O 4.446 -2.256 2.501 -0.3776
C 3.259 -1.866 3.153 -0.0159
H 3.409 -2.151 5.319 0.2690
H 2.115 -3.102 4.597 0.3253
H 3.650 -4.623 3.546 0.2537
H 4.547 -4.333 5.048 0.3316
H 5.780 -3.800 2.738 0.2931
H 5.827 -2.535 3.999 0.2757
H 2.337 -2.037 2.591 -0.0132
H 3.283 -0.814 3.448 0.2480
C 4.765 -0.113 -2.918 -0.6245
C 4.307 1.276 -2.479 -0.5644
C 2.973 1.433 -3.230 -0.4829
O 2.493 0.123 -3.454 -0.1787
C 3.428 -0.868 -3.036 -0.3128
H 5.412 -0.583 -2.179 0.3457
H 5.237 -0.115 -3.900 0.2754
H 5.022 2.046 -2.763 0.3378
H 4.150 1.288 -1.400 0.2408
H 3.171 1.915 -4.192 0.3093
H 2.258 2.014 -2.645 0.2501
H 3.427 -1.644 -3.798 0.2627
H 3.125 -1.266 -2.061 0.1857
```

Its relative energy (zero: lowest compared OMol25 entry of this formula, charge and spin) is 43.0 kcal per mole. The calculation puts the LUMO energy at 0.44 eV. Its SMILES is C1CCOC1.C1CCOC1.C1CCOC1.C1CCOC1.C1CCOC1.C1CCOC1. The calculation puts the energy at -1394.5746 a.u. Its largest force on an atom is 1.75 eV Å⁻¹. The multiplicity is 1.

The following is a quantum chemistry calculation of 6 unconnected molecules or ions with the total composition C24H48O8 in a non-equilibrium geometry, from OMol25.

```
80
Properties=species:S:1:pos:R:3:mulliken_charge:R:1
C -7.872 -13.442 19.149 -0.8819
C -7.672 -11.959 18.950 -0.3350
O -7.633 -11.666 17.551 -0.2981
C -8.735 -11.832 16.830 0.6946
O -9.851 -11.992 17.256 -0.5852
O -8.367 -11.921 15.549 -0.2058
C -9.374 -11.901 14.550 -0.7739
H -7.160 -13.976 18.514 0.0266
H -8.864 -13.701 18.784 0.3277
H -7.739 -13.801 20.167 0.4449
H -6.713 -11.643 19.354 0.3161
H -8.439 -11.344 19.425 0.3611
H -8.935 -12.326 13.652 0.2124
H -9.655 -10.873 14.305 0.3248
H -10.256 -12.440 14.888 0.3573
C 0.344 -13.646 20.532 -0.5306
C 0.147 -12.423 19.627 -0.0831
C -0.111 -13.036 18.237 -0.2074
O 0.445 -14.348 18.292 -0.4859
C 0.219 -14.851 19.594 -0.3833
H -0.402 -13.699 21.327 0.3115
H 1.311 -13.600 21.032 0.2360
H 1.093 -11.891 19.520 0.2640
H -0.638 -11.752 19.960 -0.0574
H 0.265 -12.471 17.389 0.2362
H -1.183 -13.171 18.026 0.0105
H 0.984 -15.609 19.755 0.3110
H -0.773 -15.312 19.673 0.2044
C -4.759 -18.065 17.999 -0.3893
C -5.654 -17.069 18.689 -0.6015
C -6.795 -16.890 17.647 0.2634
O -6.724 -18.010 16.777 -0.4521
C -5.802 -18.944 17.308 -0.5108
H -4.053 -18.603 18.630 0.3609
H -4.201 -17.578 17.194 0.1461
H -5.159 -16.126 18.924 0.3083
H -6.111 -17.424 19.616 0.2925
H -6.608 -15.963 17.099 -0.2725
H -7.781 -16.841 18.110 0.2517
H -5.367 -19.606 16.564 0.3506
H -6.309 -19.552 18.075 0.2675
C -3.822 -12.006 14.763 -0.0638
C -4.987 -12.527 13.932 -0.5222
C -5.164 -13.989 14.386 -0.3003
O -4.260 -14.161 15.499 -0.4875
C -3.918 -12.877 16.013 0.5927
H -3.879 -10.929 14.918 0.1811
H -2.869 -12.235 14.282 0.1200
H -4.866 -12.509 12.846 0.3346
H -5.896 -11.946 14.105 0.0373
H -4.853 -14.721 13.646 0.3789
H -6.172 -14.135 14.788 0.0880
H -2.950 -12.995 16.500 -0.3652
H -4.660 -12.542 16.748 0.1104
C -1.119 -8.075 12.647 -0.6611
C -2.497 -7.709 13.162 -0.0280
C -3.372 -8.315 12.079 -0.5363
O -2.721 -9.550 11.716 -0.4326
C -1.404 -9.516 12.203 -0.1490
H -0.257 -7.976 13.305 0.3227
H -0.844 -7.452 11.788 0.3080
H -2.775 -6.658 13.245 0.3947
H -2.652 -8.256 14.095 -0.1975
H -3.345 -7.689 11.179 0.3118
H -4.402 -8.525 12.357 0.3170
H -0.674 -9.867 11.465 0.3568
H -1.234 -10.190 13.057 0.0235
C -1.104 -8.292 18.248 -0.6298
C -1.061 -8.208 16.717 -0.5821
C -1.089 -9.701 16.319 0.3099
O -1.678 -10.389 17.429 -0.2780
C -2.061 -9.446 18.443 -0.4484
H -1.510 -7.331 18.581 0.3661
H -0.101 -8.386 18.658 0.3049
H -0.152 -7.746 16.336 0.3894
H -1.943 -7.731 16.292 0.2609
H -0.092 -10.128 16.189 0.3226
H -1.693 -9.860 15.423 -0.5101
H -1.935 -9.922 19.414 0.2954
H -3.098 -9.161 18.249 0.2383
```

Its relative energy (zero: lowest compared OMol25 entry of this formula, charge and spin) is 54.5 kcal per mole. The calculation puts the LUMO energy at 0.55 eV. Its SMILES is CCOC(=O)OC.C1CCOC1.C1CCOC1.C1CCOC1.C1CCOC1.C1CCOC1. The calculation puts the energy at -1545.0843 a.u. Its largest force on an atom is 1.92 eV Å⁻¹. The multiplicity is 1.

The following is a quantum chemistry calculation of C24H49BN2O4 in the gas phase, from OMol25.

```
80
Properties=species:S:1:pos:R:3:mulliken_charge:R:1
C 4.182 -3.164 1.269 -1.1967
C 4.811 -2.058 0.411 -0.4092
C 4.269 -0.671 0.737 -0.0730
C 5.125 0.462 0.173 -0.9067
C 4.406 1.810 0.140 -0.6445
C 3.389 1.912 -0.994 -0.1313
C 2.786 3.306 -1.167 -1.0146
C 1.679 3.586 -0.154 0.4234
C 0.929 4.914 -0.383 -1.1584
C -0.584 4.696 -0.388 -0.4396
C -1.129 4.419 1.014 -0.5108
C -2.514 3.737 1.036 -0.8945
C -2.475 2.371 1.727 -1.6748
C -1.875 1.208 0.914 0.6213
C -2.234 1.208 -0.575 -0.8098
C -2.125 -0.116 -1.352 -0.2399
O -3.410 -0.478 -1.930 -0.4157
C -3.629 -1.826 -1.775 -0.4953
O -4.313 -2.443 -2.526 -0.6068
C -2.944 -2.219 -0.463 1.4444
C -3.958 -1.579 0.550 -1.6188
N -3.916 -2.109 1.911 -0.3821
B -2.653 -3.781 -0.263 0.9958
O -2.831 -4.608 -1.343 -0.6585
O -2.207 -4.384 0.891 -0.4685
C -1.074 -3.953 1.644 0.4637
C -1.417 -3.491 3.057 -1.3356
C -1.645 -1.393 -0.643 0.0106
C -0.603 -2.124 -1.511 -1.5239
N -1.014 -2.230 -2.901 -0.0416
C -0.170 -1.594 -3.902 -1.0476
H 4.804 -3.405 2.131 0.3302
H 3.196 -2.872 1.636 0.2751
H 4.063 -4.089 0.704 0.3481
H 5.894 -2.059 0.559 0.3014
H 4.646 -2.282 -0.646 0.3217
H 4.230 -0.566 1.827 0.2822
H 3.238 -0.584 0.379 -0.0394
H 5.451 0.204 -0.841 0.3555
H 6.037 0.548 0.771 0.3959
H 3.926 1.984 1.108 0.2587
H 5.149 2.600 -0.002 0.3680
H 3.885 1.606 -1.920 0.4205
H 2.573 1.200 -0.830 -0.1879
H 3.562 4.071 -1.067 0.3525
H 2.351 3.377 -2.168 0.3951
H 0.952 2.766 -0.197 -0.3454
H 2.087 3.558 0.860 0.2779
H 1.155 5.596 0.442 0.3467
H 1.257 5.391 -1.308 0.4898
H -0.819 3.870 -1.066 0.1243
H -1.084 5.582 -0.790 0.4323
H -1.180 5.373 1.543 0.3894
H -0.426 3.792 1.572 0.2942
H -3.215 4.361 1.595 0.4724
H -2.916 3.678 0.023 0.4732
H -1.847 2.485 2.616 0.4633
H -3.464 2.089 2.099 0.4100
H -2.181 0.273 1.383 0.1272
H -0.785 1.252 1.018 0.3723
H -1.619 1.949 -1.084 -0.2518
H -3.267 1.547 -0.698 0.4411
H -1.514 0.067 -2.236 0.4948
H -4.956 -1.765 0.150 0.5794
H -3.830 -0.497 0.544 0.2964
H -4.853 -2.169 2.286 0.2458
H -3.402 -1.493 2.528 0.2077
H -2.212 -5.345 -1.305 0.3313
H -0.417 -4.822 1.713 0.5125
H -0.511 -3.189 1.105 -0.2169
H -2.417 -3.832 3.310 0.2769
H -1.385 -2.407 3.164 0.2459
H -0.719 -3.919 3.778 0.3935
H -1.165 -1.230 0.325 0.6831
H -0.399 -3.119 -1.100 0.5306
H 0.343 -1.575 -1.441 0.2252
H -1.221 -3.185 -3.151 0.2915
H 0.360 -0.750 -3.459 0.3089
H -0.779 -1.200 -4.719 0.3232
H 0.571 -2.269 -4.346 0.3145
```

The calculation puts the LUMO energy at 0.48 eV. Its SMILES is CCCCCCCCCCCCCCC[C@@H]1OC(=O)[C@@](CN)(B(O)OCC)[C@H]1CNC. The calculation puts the energy at -1379.2645 a.u. Its largest force on an atom is 0.73 eV Å⁻¹. The multiplicity is 1.

The following is a quantum chemistry calculation of a molecular structure, C24H49Br2GeMoOPSeTe, from OMol25.

```
81
Properties=species:S:1:pos:R:3:mulliken_charge:R:1
Mo -0.096 0.383 -0.746 0.1882
Br -1.806 0.947 2.802 0.0120
C -2.162 -0.815 2.261 -0.6018
Br -0.970 -1.457 0.794 -0.0338
H -3.146 -0.891 1.816 0.4010
H -1.987 -1.539 3.047 0.4267
Te -1.824 1.871 -1.441 -0.1900
C -0.066 0.613 -7.372 -1.1514
Ge -0.837 -0.363 -5.893 0.5606
C -0.895 -2.276 -6.206 -1.1708
C -2.555 0.347 -5.332 -1.1319
C 0.371 -0.101 -4.327 -0.7473
Se -0.317 -1.133 -2.820 0.3679
C 1.176 -2.355 -2.586 -0.7254
H -0.732 0.544 -8.232 0.3875
H 0.897 0.188 -7.657 0.3709
H 0.067 1.667 -7.127 0.3720
H -1.555 -2.489 -7.047 0.3897
H -1.279 -2.814 -5.339 0.3977
H 0.097 -2.655 -6.457 0.3512
H -3.265 0.294 -6.158 0.3837
H -2.464 1.394 -5.039 0.3202
H -2.968 -0.225 -4.499 0.3818
H 0.412 0.947 -4.034 0.0022
H 1.381 -0.460 -4.521 0.5433
H 1.257 -2.938 -3.500 0.4148
H 0.955 -3.012 -1.748 0.3641
H 2.086 -1.790 -2.406 0.0274
O 1.819 0.521 -0.671 0.1991
P 2.982 1.593 -0.435 0.0753
C 2.551 2.517 1.051 0.4653
C 3.061 1.974 2.393 -1.0227
C 2.958 3.096 3.450 -0.9632
C 1.854 4.106 3.117 -0.8893
C 0.661 3.397 2.490 -0.9647
C 1.027 2.734 1.142 0.6230
C 2.904 2.733 -1.822 0.6314
C 3.222 2.067 -3.171 -0.9061
C 2.846 3.033 -4.293 -0.6825
C 3.542 4.407 -4.129 -0.9239
C 4.442 4.459 -2.895 -1.1245
C 3.691 4.063 -1.625 -0.8204
C 4.508 0.680 -0.226 0.1058
C 4.724 -0.444 -1.254 -0.2644
C 6.001 -1.212 -0.912 -0.9800
C 7.210 -0.282 -0.847 -0.6362
C 6.987 0.841 0.160 -0.9733
C 5.719 1.631 -0.163 -0.6483
H 3.011 3.496 0.879 0.4348
H 4.091 1.627 2.332 0.3757
H 2.449 1.113 2.679 0.3902
H 3.915 3.615 3.524 0.3590
H 2.773 2.647 4.427 0.4339
H 2.227 4.877 2.437 0.3136
H 1.540 4.628 4.019 0.4766
H -0.173 4.084 2.346 0.4119
H 0.327 2.634 3.193 0.2782
H 0.681 3.347 0.308 0.2381
H 0.470 1.767 1.085 -0.7153
H 1.828 2.963 -1.833 0.4300
H 2.673 1.128 -3.271 0.1156
H 4.285 1.827 -3.224 0.2520
H 1.759 3.161 -4.283 0.2449
H 3.095 2.588 -5.256 0.5116
H 2.794 5.198 -4.061 0.3651
H 4.140 4.630 -5.012 0.3885
H 4.845 5.463 -2.768 0.5325
H 5.304 3.802 -3.037 0.2911
H 2.979 4.850 -1.367 0.4002
H 4.396 4.003 -0.793 0.4604
H 4.383 0.203 0.755 0.9101
H 4.813 -0.026 -2.259 0.2748
H 3.868 -1.120 -1.250 -0.1120
H 6.160 -1.996 -1.653 0.3916
H 5.871 -1.710 0.054 0.4069
H 7.391 0.148 -1.838 0.3488
H 8.103 -0.849 -0.584 0.4012
H 7.840 1.520 0.174 0.3997
H 6.900 0.420 1.167 0.3885
H 5.839 2.125 -1.133 0.0297
H 5.563 2.416 0.584 0.3612
```

The calculation puts the LUMO energy (spin up / spin down) at -7.11 / -6.74 eV. Its total charge is +2. The calculation puts the energy at -11322.5726 a.u. Its largest force on an atom is 0.81 eV Å⁻¹. The multiplicity is 1.